C45H54N4OPbSi | ωB97M-V with the def2-TZVPD basis set

Each line ends with the Mulliken charge.
Positions of all 106 atoms, in Å:
Pb (1.298, -0.846, 0.381)  1.15
C (4.040, 0.870, 2.079)  -1.56
C (3.685, -0.112, 3.217)  -0.08
C (2.335, 0.225, 3.774)  0.42
C (2.254, 1.254, 4.694)  -0.59
C (1.027, 1.520, 5.318)  -0.43
C (-0.087, 0.811, 4.913)  -0.70
C (0.055, -0.231, 3.999)  -0.45
N (1.243, -0.522, 3.406)  -0.14
N (3.836, 0.356, 0.726)  0.74
C (4.856, -0.596, 0.368)  -1.54
C (4.415, -2.046, 0.117)  1.14
C (5.349, -2.935, -0.473)  -1.09
C (5.001, -4.295, -0.581)  -0.28
C (3.762, -4.742, -0.040)  -0.86
C (2.916, -3.757, 0.411)  -0.28
N (3.197, -2.429, 0.521)  0.16
C (3.750, 1.456, -0.256)  -1.13
C (3.270, 0.986, -1.588)  0.71
C (3.870, 1.412, -2.803)  -0.58
C (3.407, 1.029, -4.024)  -0.58
C (2.287, 0.206, -4.062)  -0.73
C (1.615, -0.079, -2.887)  -0.25
N (2.213, 0.103, -1.700)  0.25
H (3.439, 1.791, 2.143)  0.64
H (5.035, 1.183, 2.183)  0.33
H (3.612, -1.110, 2.757)  0.01
H (4.399, -0.154, 4.077)  0.49
H (3.097, 2.042, 4.847)  0.27
H (0.996, 2.253, 6.166)  0.43
H (-1.085, 1.090, 5.283)  0.55
H (-0.771, -0.863, 3.746)  0.56
H (5.406, -0.294, -0.576)  0.44
H (5.602, -0.705, 1.210)  0.50
H (6.278, -2.527, -1.013)  0.34
H (5.648, -5.006, -1.073)  0.45
H (3.425, -5.749, -0.088)  0.48
H (1.927, -4.029, 0.718)  0.41
H (3.009, 2.198, 0.177)  0.37
H (4.691, 2.003, -0.420)  0.34
H (4.732, 2.058, -2.829)  0.40
H (3.973, 1.310, -4.909)  0.43
H (1.806, -0.133, -4.925)  0.57
H (0.629, -0.534, -2.899)  0.18
C (-0.740, 5.922, 1.324)  0.60
C (-1.284, 5.339, 0.170)  -0.37
C (-2.084, 4.220, 0.630)  1.06
C (-2.236, 4.331, 2.060)  0.34
C (-1.411, 5.324, 2.496)  0.71
C (-1.134, 5.769, 3.884)  -1.52
C (-2.946, 3.353, 2.933)  -1.45
C (-2.677, 3.130, -0.215)  -0.86
C (-1.089, 5.732, -1.267)  -1.31
C (0.302, 7.022, 1.337)  -1.18
H (-1.495, 6.736, 4.126)  0.39
H (-0.091, 5.651, 4.264)  0.36
H (-1.709, 5.055, 4.509)  0.37
H (-3.488, 3.908, 3.748)  0.46
H (-2.134, 2.714, 3.484)  0.18
H (-3.689, 2.731, 2.415)  0.28
H (-2.181, 2.154, -0.097)  0.06
H (-2.625, 3.356, -1.279)  0.45
H (-3.781, 3.070, 0.011)  0.38
H (-2.130, 5.895, -1.796)  0.30
H (-0.599, 4.913, -1.778)  0.35
H (-0.484, 6.650, -1.321)  0.36
H (0.630, 7.260, 0.288)  0.38
H (1.160, 6.638, 1.926)  0.31
H (-0.075, 7.919, 1.846)  0.32
C (-3.708, -4.718, -0.942)  -1.62
C (-2.331, -4.299, -0.407)  2.09
C (-2.621, -4.051, 1.105)  -1.49
C (-1.339, -5.463, -0.666)  -1.81
Si (-1.733, -2.648, -1.209)  -1.03
O (-0.334, -2.100, -0.515)  -0.29
C (-1.468, -2.941, -3.112)  0.85
C (-2.010, -2.037, -4.025)  0.12
C (-1.821, -2.197, -5.398)  -0.80
C (-0.988, -3.250, -5.880)  -0.66
C (-0.424, -4.104, -4.935)  -0.64
C (-0.625, -3.934, -3.588)  -0.41
C (-3.149, -1.491, -1.057)  0.39
C (-3.160, -0.520, -0.073)  -0.53
C (-4.271, 0.262, 0.282)  -0.69
C (-5.365, 0.170, -0.551)  -0.38
C (-5.385, -0.787, -1.590)  -0.87
C (-4.284, -1.570, -1.874)  -0.32
H (-3.901, -5.764, -0.588)  0.57
H (-3.729, -4.756, -2.082)  0.19
H (-4.499, -4.015, -0.599)  0.37
H (-3.025, -5.020, 1.427)  0.59
H (-3.307, -3.223, 1.173)  0.41
H (-1.689, -3.786, 1.701)  0.00
H (-1.562, -6.259, 0.117)  0.47
H (-0.288, -5.172, -0.601)  0.16
H (-1.467, -5.895, -1.599)  0.47
H (-2.558, -1.172, -3.630)  0.33
H (-2.340, -1.543, -6.140)  0.37
H (-0.765, -3.417, -6.928)  0.43
H (0.244, -4.921, -5.216)  0.40
H (-0.182, -4.679, -2.926)  0.32
H (-2.277, -0.399, 0.546)  0.55
H (-4.181, 0.907, 1.168)  0.58
H (-6.292, 0.758, -0.348)  0.39
H (-6.289, -0.839, -2.255)  0.35
H (-4.327, -2.377, -2.568)  0.69

Computed properties:
energy relative to the best compared isomer or geometry (same formula, charge and spin) = 25.6 kcal/mol
molecular weight = 902.2 g mol⁻¹
E_tot = -68660.123 eV
net charge = +2
LUMO (alpha / beta) = -0.286 / -0.286 Ha

=====

C5H10O2 | ωB97M-V with the def2-TZVPD basis set

Each line ends with the Mulliken charge.
Positions of all 17 atoms, in Å:
C (2.014, -0.184, -0.627)  -1.28
C (0.960, 0.375, 0.331)  0.29
O (0.045, 1.081, -0.538)  -0.44
C (-1.267, 1.138, -0.037)  -0.30
C (-1.862, -0.283, 0.025)  -0.36
C (0.186, -0.556, 1.244)  -0.75
O (-0.797, -1.272, 0.140)  -0.31
H (2.454, 0.622, -1.224)  0.34
H (1.589, -0.908, -1.337)  0.28
H (2.809, -0.684, -0.065)  0.37
H (1.458, 1.089, 1.009)  0.30
H (-1.842, 1.750, -0.742)  0.34
H (-1.299, 1.604, 0.953)  0.31
H (-2.456, -0.432, 0.925)  0.26
H (-2.428, -0.547, -0.874)  0.32
H (0.808, -1.407, 1.549)  0.24
H (-0.371, -1.386, -0.732)  0.39

Computed properties:
energy relative to the best compared isomer or geometry (same formula, charge and spin) = 122.9 kcal/mol
molecular weight = 102.1 g mol⁻¹
E_tot = -9437.714 eV
LUMO = 0.023 Ha

=====

C10H19N3O11PSn | ωB97M-V with the def2-TZVPD basis set

Each line ends with the Mulliken charge.
Positions of all 45 atoms, in Å:
Sn (-0.380, -1.166, -1.718)  1.02
O (-0.069, -0.142, 1.472)  -0.26
C (1.358, -0.111, 1.471)  -0.65
C (2.068, -1.206, 0.648)  -0.99
N (2.044, -1.025, -0.830)  0.45
C (2.666, -2.292, -1.458)  -0.71
C (2.156, -2.553, -2.856)  0.51
O (2.829, -3.350, -3.556)  -0.72
O (1.054, -1.903, -3.261)  -0.69
C (2.722, 0.276, -1.292)  -0.56
C (1.847, 1.474, -1.356)  0.37
O (2.340, 2.533, -0.956)  -0.75
O (0.607, 1.293, -1.734)  -0.85
H (-0.462, 0.267, 0.662)  -0.15
H (1.641, -0.226, 2.526)  0.53
H (1.704, 0.899, 1.142)  0.19
H (1.626, -2.151, 0.908)  0.48
H (3.113, -1.164, 0.977)  0.48
H (2.500, -3.125, -0.750)  0.41
H (3.785, -2.190, -1.497)  0.45
H (3.111, -0.006, -2.296)  0.46
H (3.660, 0.471, -0.732)  0.25
O (-2.288, -2.828, 2.094)  -0.65
C (-2.061, -2.689, 0.903)  0.86
O (-2.534, -1.682, 0.193)  -0.57
C (-1.070, -3.610, 0.121)  0.28
O (-1.180, -4.827, 0.199)  -0.66
O (-0.123, -2.908, -0.423)  -0.40
N (-0.428, 3.535, -0.728)  -0.18
C (-1.115, 3.176, 0.584)  -0.67
P (-2.444, 2.012, 0.069)  0.74
O (-3.343, 2.858, -0.743)  -0.96
O (-1.680, 0.808, -0.489)  -0.24
C (-3.171, 1.469, 1.682)  -0.80
N (-2.779, 0.117, 2.053)  -0.40
H (-0.209, 2.624, -1.243)  0.13
H (0.487, 3.936, -0.603)  0.40
H (-1.098, 4.073, -1.324)  0.40
H (-1.437, 4.162, 0.967)  0.40
H (-0.347, 2.665, 1.183)  0.27
H (-4.288, 1.442, 1.619)  0.30
H (-2.913, 2.252, 2.437)  0.38
H (-3.341, -0.268, 2.844)  0.25
H (-1.774, -0.032, 2.242)  0.40
H (-2.786, -0.889, 0.851)  0.42

Computed properties:
energy relative to the best compared isomer or geometry (same formula, charge and spin) = 1.1 kcal/mol
molecular weight = 507.0 g mol⁻¹
E_tot = -52797.879 eV
net charge = -1
LUMO = 0.089 Ha